[1]
The following is a DFT calculation (ωB97M-V with the def2-TZVPD basis set) of C4H5NO in the gas phase at a distorted geometry.

Total charge: 0
Energy relative to the best compared isomer or geometry (same formula, charge and spin): 31.98 kcal/mol
Gap between HOMO and LUMO: 9.69 eV
Structure (SMILES): O=C1CCC=N1
Lowest unoccupied orbital energy: 0.3248 eV
HOMO level: -9.366 eV

CARTESIAN COORDINATES (ANGSTROEM)
H 2.263 0.838 0.672
C -0.965 -0.530 0.088
H 0.635 -1.276 1.412
C 0.488 -0.741 0.461
H 0.883 -1.402 -0.325
H -1.773 -0.414 0.809
H -1.299 -1.059 -0.810
N 0.559 1.514 -0.253
O -1.392 1.432 -1.580
C -0.618 0.980 -0.812
C 1.217 0.657 0.338

***

[2]
The following is a DFT calculation (ωB97M-V with the def2-TZVPD basis set) of a molecular structure, C5H10O2 at a distorted geometry.

Total charge: 0
Energy relative to the best compared isomer or geometry (same formula, charge and spin): 53.17 kcal/mol
Gap between HOMO and LUMO: 10.68 eV
Lowest unoccupied orbital energy: 1.0337 eV
HOMO level: -9.645 eV

CARTESIAN COORDINATES (ANGSTROEM)
H 1.624 0.491 0.772
C -0.132 -0.484 -0.020
H -0.158 0.770 -1.842
C -0.619 -0.129 -1.422
C 0.556 0.387 0.994
H -1.702 -0.133 -1.556
H 0.225 2.426 0.354
H -0.608 -2.279 -2.005
O 0.717 -1.523 -0.528
H -1.155 1.688 1.176
H 0.734 -1.160 2.321
H 0.815 -1.376 -2.603
H 0.279 2.208 2.114
O 0.348 -0.271 2.266
C -0.063 1.761 1.173
C 0.076 -1.440 -1.805
H -0.939 -0.935 0.608

***

[3]
The following is a DFT calculation (ωB97M-V with the def2-TZVPD basis set) of 2 unconnected molecules or ions with the total composition C2H6SSi at a distorted geometry.

Total charge: 0
Energy relative to the best compared isomer or geometry (same formula, charge and spin): 94.87 kcal/mol
Gap between HOMO and LUMO: 10.33 eV
Lowest unoccupied orbital energy: -0.3197 eV
HOMO level: -10.651 eV

CARTESIAN COORDINATES (ANGSTROEM)
C -2.587 -0.235 1.078
H 2.115 1.160 1.260
Si 0.751 0.969 0.402
H 1.455 -1.169 -0.909
C 0.555 -0.546 -0.817
H -0.316 -1.108 -0.513
S -2.418 -1.780 0.943
H -0.477 1.023 1.062
H 0.562 1.955 -0.688
H 0.361 -0.269 -1.817

***

[4]
The following is a DFT calculation (ωB97M-V with the def2-TZVPD basis set) of a molecular structure, C32H38O3P2Ru at a distorted geometry.

Total charge: +3
2S+1: 2
Gap between HOMO and LUMO (alpha / beta): 7.53 / 3.46 eV
Lowest unoccupied orbital energy (alpha / beta): -9.1601 / -13.2173 eV
HOMO level (alpha / beta): -16.690 / -16.682 eV

CARTESIAN COORDINATES (ANGSTROEM)
C -2.739 -0.417 -4.754
H -2.880 -1.915 2.929
C -2.259 -0.949 -3.565
H 2.245 -2.694 -0.215
C 1.637 -0.689 -2.202
C 3.682 4.340 -1.485
H 0.677 2.932 -0.808
P 1.786 0.282 -0.657
H -1.641 2.767 -4.333
H -2.524 3.175 -0.109
C 2.313 4.243 -1.268
H -1.244 3.654 1.850
H -2.921 1.357 -5.938
H 1.094 2.939 2.077
C 3.928 1.976 -1.137
H 1.695 5.129 -1.318
H -2.518 1.483 -0.714
H 3.572 -3.872 1.440
C 4.184 -0.692 2.459
C -2.177 -4.283 0.808
C -1.396 -3.283 0.254
H -4.138 -5.149 0.925
C -1.035 2.599 2.025
H 0.817 0.672 4.609
H 1.313 0.026 -2.965
C -1.970 -2.346 -0.608
H 0.259 -2.181 -2.997
C 3.394 -0.015 1.556
Ru 0.025 0.102 0.747
C 0.331 2.393 2.632
C -2.773 -0.966 2.404
C -2.547 0.925 -5.019
C 4.230 -2.085 2.433
H -1.116 -1.120 4.409
H -2.388 -2.010 -3.384
H -5.164 -3.480 -0.577
C -1.589 -0.132 -2.599
H 3.404 1.068 1.550
H -0.754 1.831 -2.257
C -1.358 1.194 -2.904
C -3.333 -2.418 -0.901
C -2.416 2.125 0.157
O -1.393 -0.552 2.432
C 2.633 -0.714 0.594
C -0.980 -0.242 3.774
H -1.828 2.164 2.636
C 2.733 -2.116 0.555
H 5.556 3.297 -1.578
C 0.571 -1.777 -2.033
C -4.110 -3.423 -0.344
H -1.607 0.565 4.164
C -1.832 1.727 -4.101
H 4.562 1.098 -1.086
C -3.534 -4.356 0.506
O -1.080 1.938 0.715
H -1.727 -5.017 1.462
H 2.613 -1.059 -2.523
H 4.123 5.301 -1.712
H -3.153 1.844 0.909
H -3.249 -1.050 -5.467
H 4.856 -2.616 3.138
H 1.117 -0.708 3.534
P -0.889 -1.016 -1.167
C 4.490 3.211 -1.415
C 0.478 0.159 3.709
H -3.392 -0.205 2.884
H -3.060 -1.089 1.365
H 4.788 -0.143 3.169
H 0.341 2.723 3.671
O 0.710 1.005 2.562
C 2.551 1.876 -0.915
H -0.335 -3.256 0.487
C 3.507 -2.793 1.480
H -3.799 -1.688 -1.552
H 0.890 -2.617 -1.419
C 1.743 3.011 -0.985

***

[5]
The following is a DFT calculation (ωB97M-V with the def2-TZVPD basis set) of a molecular structure, C2H3BrS at a distorted geometry.

Total charge: 0
Energy relative to the best compared isomer or geometry (same formula, charge and spin): 46.78 kcal/mol
Gap between HOMO and LUMO: 8.35 eV
Lowest unoccupied orbital energy: -0.4631 eV
HOMO level: -8.812 eV

CARTESIAN COORDINATES (ANGSTROEM)
Br 2.138 -1.103 0.028
S 1.400 1.946 0.024
H -1.138 -1.080 -0.774
C 1.004 0.382 -0.102
H -0.741 -0.502 1.079
C -0.941 -0.248 -0.017
H -1.722 0.606 -0.238

***

[6]
The following is a DFT calculation (ωB97M-V with the def2-TZVPD basis set) of a molecular structure, C22H43N2P3SeYb at a distorted geometry.

Total charge: +3
2S+1: 2
Gap between HOMO and LUMO (alpha / beta): 7.12 / 6.41 eV
Lowest unoccupied orbital energy (alpha / beta): -9.8126 / -10.5276 eV
HOMO level (alpha / beta): -16.935 / -16.935 eV

CARTESIAN COORDINATES (ANGSTROEM)
H -0.447 3.553 2.532
H 4.110 -0.927 -0.787
H 2.207 2.929 -0.037
H -0.224 -4.789 -1.150
H -1.967 3.838 -1.225
H -2.217 -1.563 4.111
C 4.341 0.070 -0.368
H -0.453 -5.173 1.357
H -3.576 0.772 -1.939
C -4.020 1.097 1.032
C 0.786 0.901 5.034
H -5.104 1.029 0.841
C 2.933 -0.222 -3.931
C 1.638 -3.466 0.541
Se 0.904 -0.658 -2.029
H -0.385 -3.920 2.638
H -5.159 -1.699 0.238
C 0.752 0.393 -4.843
H -1.879 -4.132 1.673
H 1.444 0.629 -1.387
C 3.495 -0.202 -5.209
C -0.305 0.054 4.869
C -0.609 -3.759 -1.135
C 1.523 1.251 3.902
H -0.967 -0.215 5.689
C 4.285 0.337 0.962
H 3.549 -0.405 -3.044
N -1.676 -1.232 3.329
H -0.459 4.828 -1.252
C 1.552 -0.050 -3.770
N 0.112 -0.069 2.488
H -1.706 -3.766 -1.216
H 4.619 0.831 -1.132
H 4.501 1.339 1.377
H 4.037 -0.414 1.738
H 1.080 1.249 6.026
H -1.717 -1.746 2.449
C -0.987 3.798 1.607
C -3.815 -0.212 -1.498
H -3.822 1.030 2.115
C 1.167 0.756 2.653
H 4.571 -0.390 -5.349
H -3.328 -1.010 -2.092
H -0.547 3.277 -2.152
Yb -0.479 0.046 0.191
C -0.616 -0.417 3.580
C -4.234 -1.688 0.838
H 2.302 -2.629 0.286
H 1.480 4.553 -0.280
H 0.662 0.659 -6.997
H -2.037 3.504 1.738
H -3.614 2.045 0.641
H -3.678 -2.632 0.712
C -0.866 3.805 -1.239
C 1.291 0.402 -6.132
H 2.357 1.935 3.967
C 2.646 0.064 -6.300
P -0.123 -2.930 0.434
H -0.269 0.712 -4.644
P -3.175 -0.319 0.227
H 1.682 3.887 1.374
C 1.450 3.637 0.329
H 3.052 0.030 -7.305
H 1.771 0.979 1.762
H -4.907 -0.376 -1.463
H 1.818 -4.308 -0.143
H -0.197 -3.200 -1.988
P -0.224 2.873 0.214
H -0.931 4.884 1.434
C -0.780 -4.160 1.640
H -4.465 -1.511 1.900
H 1.847 -3.789 1.571

***

[7]
The following is a DFT calculation (ωB97M-V with the def2-TZVPD basis set) of 6 unconnected molecules or ions with the total composition ClH10O5 at a distorted geometry.

Total charge: -1
Energy relative to the best compared isomer or geometry (same formula, charge and spin): 15.02 kcal/mol
Gap between HOMO and LUMO: 9.19 eV
Lowest unoccupied orbital energy: 3.4450 eV
HOMO level: -5.749 eV

CARTESIAN COORDINATES (ANGSTROEM)
H -29.192 -23.907 -4.243
O -29.341 -21.786 -7.187
H -28.649 -21.126 -7.169
Cl -27.819 -24.868 -6.947
H -26.603 -24.477 -5.159
O -25.764 -22.503 -6.721
H -27.684 -28.623 -8.326
H -28.391 -23.360 -5.406
H -26.171 -22.071 -5.969
O -28.974 -23.092 -4.695
H -26.318 -23.265 -6.888
O -26.336 -24.312 -4.255
H -26.815 -24.962 -3.741
O -28.137 -27.897 -7.898
H -28.899 -22.590 -7.461
H -27.452 -27.246 -7.740

***

[8]
The following is a DFT calculation (ωB97M-V with the def2-TZVPD basis set) of a molecular structure, C19H30BaCl2N3O3 at a distorted geometry.

Total charge: -1
Energy relative to the best compared isomer or geometry (same formula, charge and spin): 0.00 kcal/mol
Gap between HOMO and LUMO: 3.47 eV
Lowest unoccupied orbital energy: 2.2737 eV
HOMO level: -1.195 eV

CARTESIAN COORDINATES (ANGSTROEM)
Ba -0.358 -0.600 0.152
H -4.973 3.005 2.490
C 3.844 2.201 -2.652
C -3.107 1.175 0.697
H -0.400 -0.599 -2.974
C -4.965 2.015 2.014
H -0.817 0.465 6.083
H -3.626 -3.484 4.546
H 0.830 -4.171 -2.750
H -3.678 2.910 -0.999
Cl -0.339 2.394 0.173
H -1.399 -0.683 3.814
C 5.693 1.237 -3.856
C -2.274 -3.355 2.911
H -0.403 -1.273 6.010
H 4.043 4.289 -2.122
H 7.517 2.403 -3.918
H -2.533 -4.871 4.342
N -4.112 2.047 0.837
O 2.266 0.801 -1.368
N -1.618 -2.759 2.157
H 3.758 0.276 -3.603
H 0.233 -3.998 -4.425
C -0.164 -0.279 5.602
Cl 1.854 -2.389 -0.361
H -4.575 1.265 2.711
C 4.374 1.155 -3.410
H 0.886 -0.030 5.834
H 2.342 -0.625 2.566
H -5.994 1.761 1.721
C 1.887 0.302 2.986
C -4.415 3.018 -0.200
H 6.120 0.375 -4.354
C 6.463 2.382 -3.625
O -2.356 -1.536 -2.007
C 0.462 0.073 3.168
H -0.825 -4.740 -3.182
O -2.797 0.273 1.481
C -3.126 -4.123 3.808
H 1.070 -1.553 -2.582
C -0.063 -3.967 -3.364
C -0.404 -0.288 4.087
H -2.519 1.354 -0.231
C 2.648 1.887 -1.796
H -4.365 4.044 0.181
C 4.543 3.425 -2.563
H 2.040 2.768 -1.535
H 2.400 0.564 3.939
C 5.856 3.496 -3.032
H 0.511 -1.444 -4.265
N -0.629 -2.666 -3.015
H -2.345 -3.579 -2.375
H -5.417 2.859 -0.613
H -3.899 -4.624 3.219
C -1.844 -2.592 -2.437
H 2.075 1.078 2.222
H 6.433 4.410 -2.912
C 0.190 -1.478 -3.224

***

[9]
The following is a DFT calculation (ωB97M-V with the def2-TZVPD basis set) of a molecular structure, C8H21NO11SZn at a distorted geometry.

Total charge: -2
Energy relative to the best compared isomer or geometry (same formula, charge and spin): 325.80 kcal/mol
Gap between HOMO and LUMO: 2.14 eV
Lowest unoccupied orbital energy: 2.1095 eV
HOMO level: -0.034 eV

CARTESIAN COORDINATES (ANGSTROEM)
H 3.445 -1.617 5.190
S 3.303 4.612 0.010
H 2.689 -0.662 6.407
Zn 1.364 -0.115 1.339
H -4.395 0.725 1.193
H -5.329 0.723 3.219
O -2.523 0.992 1.876
H -3.759 -0.753 1.415
C -3.759 0.214 1.916
H 2.390 -2.309 -3.310
C -4.382 0.205 3.371
H 4.807 -1.763 -0.820
N -1.896 2.101 -4.697
H -3.761 0.837 4.007
H -4.208 1.990 -6.488
H 4.490 -3.241 -2.314
H -3.550 -1.470 3.812
H -2.753 1.914 2.011
O 1.242 -2.216 -1.713
H 0.517 -1.607 5.811
C 3.652 -3.106 -1.630
C -3.201 1.650 -6.733
H -2.600 2.433 -7.195
H 0.511 -2.417 -2.303
O -3.066 0.188 -4.908
O 2.651 3.363 -0.254
H 1.879 -3.766 -2.654
C 2.347 -2.828 -2.353
H -1.434 2.778 -5.287
H -3.214 0.731 -7.318
C -2.682 1.240 -5.367
C 2.538 -1.049 5.400
O 2.680 0.071 4.516
H 3.469 -4.074 -1.164
H -1.507 1.931 -3.780
O 2.810 5.093 1.256
O -4.448 -1.130 3.815
C 1.356 -2.070 5.292
O 4.611 4.341 0.567
O 0.901 -2.324 3.996
O 3.930 -2.125 -0.676
O 3.237 5.576 -1.091
H 1.649 -3.063 5.634

***

[10]
The following is a DFT calculation (ωB97M-V with the def2-TZVPD basis set) of C2H5FNO2P in the gas phase at a distorted geometry.

Total charge: 0
Energy relative to the best compared isomer or geometry (same formula, charge and spin): 55.98 kcal/mol
Gap between HOMO and LUMO: 9.79 eV
Structure (SMILES): CC(=O)[P@H](=O)NF
Lowest unoccupied orbital energy: -0.0574 eV
HOMO level: -9.843 eV

CARTESIAN COORDINATES (ANGSTROEM)
H 1.219 0.299 -1.194
H -2.251 0.809 -1.106
F 2.278 -0.457 2.205
H -2.428 -0.850 -0.290
O -0.807 1.484 0.770
C -0.681 0.487 0.043
P 0.945 -0.450 -0.048
N 2.151 0.163 0.976
O 0.741 -1.896 -0.054
H 1.764 1.104 1.082
H -1.164 -0.591 -1.600
C -1.767 -0.102 -0.783

***

[11]
The following is a DFT calculation (ωB97M-V with the def2-TZVPD basis set) of 3 unconnected molecules or ions with the total composition C32H35Br3Cl3F8N3O9S2 at a distorted geometry.

Total charge: 0
Gap between HOMO and LUMO: 9.60 eV
Structure (SMILES): CC[C@@H](Br)[C@@]1(CC(=O)Cl)[C@](CC[C@](F)(Br)C(F)(F)Br)(OC[C@@H](C)O)[C@H](N=C=O)[C@]([C@H](Cl)[C@H](C)Cl)(S(=O)(=O)C(F)(F)C(F)(F)F)OS1(=O)=O.c1ccncc1.c1ccncc1
Lowest unoccupied orbital energy: 0.0000 eV
HOMO level: -9.602 eV

CARTESIAN COORDINATES (ANGSTROEM)
H -8.700 2.839 0.325
H 1.470 1.746 2.112
H -5.602 -4.737 1.293
H 3.062 1.455 -2.800
H 3.416 -2.146 1.857
O 0.548 -1.005 3.727
C 4.322 3.122 -2.051
H -3.043 1.375 -0.499
H -8.162 3.590 -3.865
F -1.203 5.386 1.214
H -0.781 -4.365 1.922
O 0.739 2.968 -2.445
C -4.051 -4.452 2.761
C 4.901 -0.664 1.615
C 3.481 1.939 2.657
C -4.537 -4.648 1.476
H -6.594 1.655 -3.909
C -2.681 -4.348 2.936
N -3.761 -4.739 0.397
O 1.121 -2.639 2.185
H 6.139 -2.074 2.769
C -2.612 0.567 -1.078
F 0.419 4.105 1.677
H -4.665 0.453 -1.836
H 1.884 0.967 3.585
F -1.649 3.369 -0.211
H 6.297 -0.331 3.277
O 3.014 0.963 -0.088
H 4.988 1.232 -0.468
C -3.871 -0.234 -1.536
H 6.982 -0.908 1.787
O -0.798 1.561 2.981
O -0.471 -0.969 1.459
C 0.761 2.532 -1.350
C -8.254 2.612 -0.634
H 5.058 -1.209 0.678
H -7.098 0.945 0.089
Cl 3.534 3.402 1.570
H 4.946 3.226 -1.165
C 2.314 -0.239 1.794
H 1.290 -1.668 -2.497
H -4.730 -4.382 3.600
H 5.006 0.389 1.374
Br 4.026 -5.064 -3.271
O 5.023 1.102 -3.119
F 2.086 -4.136 -1.579
C 2.668 -3.800 -2.710
H 3.059 -1.993 -0.191
C 2.214 1.088 2.554
H 0.512 0.304 -1.182
O 4.393 1.779 3.384
C 4.104 0.808 -0.958
H 3.450 3.773 -2.040
H -2.261 -4.194 3.922
C -7.956 3.029 -2.964
C -7.365 1.558 -0.766
N -6.781 1.221 -1.916
N 0.784 2.075 -0.220
H -4.278 -0.829 -0.718
H 1.350 -2.012 -0.242
H -9.243 4.195 -1.698
C 6.130 -1.031 2.466
C 3.995 1.636 -2.267
C -0.593 0.159 0.607
H 2.463 -0.403 -2.493
Cl -1.881 1.128 -2.625
C -1.856 -4.443 1.828
C 0.665 0.596 -0.138
C -2.446 -4.637 0.587
H 4.408 -0.197 -1.256
C -7.083 1.954 -2.988
Br 3.502 -1.765 -4.511
H -2.425 -0.962 0.326
H -1.840 -4.711 -0.309
C 3.243 -2.355 -2.638
C -1.715 3.143 1.096
F -2.961 3.443 1.434
S 0.848 -1.245 2.362
C 2.233 -1.365 -2.044
S -1.438 1.415 1.711
C 2.207 -1.389 -0.498
C 3.520 -1.115 2.166
H 4.949 3.419 -2.891
C 2.097 -0.057 0.218
Br 3.655 -1.285 4.146
Cl -1.112 -1.737 -1.336
F 4.460 -2.302 -2.071
C -0.869 4.252 1.823
H -3.594 -0.831 -2.400
C -1.737 -0.412 -0.303
C -8.554 3.362 -1.759
O -2.737 0.866 1.956
H 5.737 0.752 -2.578
F 1.734 -3.820 -3.652
F -1.219 4.389 3.064

***

[12]
The following is a DFT calculation (ωB97M-V with the def2-TZVPD basis set) of 3 unconnected molecules or ions with the total composition C2H12N2O2.

Total charge: 0
Energy relative to the best compared isomer or geometry (same formula, charge and spin): 13.77 kcal/mol
Gap between HOMO and LUMO: 10.48 eV
Structure (SMILES): CNCN.O.O
Lowest unoccupied orbital energy: 0.7082 eV
HOMO level: -9.776 eV

CARTESIAN COORDINATES (ANGSTROEM)
H -0.848 -1.495 0.268
O -3.245 1.872 -0.262
H -2.606 1.192 0.000
N -0.398 1.018 0.049
H 1.165 0.091 -1.059
H -3.609 1.548 -1.092
O 2.394 -3.081 -0.925
H 3.013 -3.054 -0.188
H 0.061 1.027 2.141
H 1.502 0.995 1.112
H 0.516 2.462 1.293
H -0.447 -0.253 -1.626
H 1.531 -2.853 -0.541
C 0.481 1.375 1.194
C 0.146 -0.089 -0.717
H -0.410 1.839 -0.544
N 0.123 -1.341 0.013
H 0.632 -1.254 0.885

***

Look up the total charge of the sixth one. +3